This record from OMol25 describes C31H79Cu2N6O12 as an isolated structure. The level of theory is wB97M-V/def2-TZVPD.

Each line ends with the Löwdin spin population.
Positions of all 130 atoms, in Å:
Cu 2.54 -0.72 2.74  0.00
Cu 3.34 -3.99 -0.30  0.00
O 1.74 -0.27 -1.49  0.00
C 1.89 -1.22 -0.52  0.00
O 1.69 -2.41 -0.77  0.00
O 2.08 -0.77 0.60  0.00
H 1.66 -0.69 -2.36  0.00
C 3.27 -3.77 6.16  0.00
O 2.77 -2.45 6.27  0.00
C 3.88 -1.50 6.26  0.00
C 3.25 -0.20 5.85  0.00
N 2.09 -0.30 4.88  0.00
C 1.26 0.93 4.81  0.00
C 0.04 0.72 4.00  0.00
O 0.37 0.28 2.64  0.00
C -0.74 -0.21 1.93  0.00
H 3.57 -3.96 5.13  0.00
H 2.45 -4.36 6.57  0.00
H 4.13 -3.90 6.82  0.00
H 4.58 -1.76 5.47  0.00
H 4.27 -1.39 7.27  0.00
H 3.99 0.52 5.47  0.00
H 2.91 0.32 6.75  0.00
H 1.53 -0.98 5.38  0.00
H 1.89 1.69 4.36  0.00
H 0.89 1.24 5.79  0.00
H -0.41 1.71 3.88  0.00
H -0.64 -0.02 4.41  0.00
H -1.44 0.62 1.89  0.00
H -1.25 -1.07 2.37  0.00
H -0.54 -0.42 0.88  0.00
C 0.18 4.27 -2.18  0.00
O -0.29 3.05 -1.59  0.00
C 0.57 2.41 -0.54  0.01
C 1.05 3.26 0.70  0.01
N -0.11 4.01 1.18  0.07
C 0.36 4.86 2.24  0.04
C -0.69 5.65 2.94  0.03
O 0.12 6.30 4.05  0.63
C 0.46 7.62 3.97  0.11
H -0.39 5.15 -1.87  0.00
H 0.14 4.25 -3.26  0.00
H 1.23 4.46 -1.94  0.00
H 1.47 2.08 -1.06  0.00
H 0.01 1.52 -0.25  0.00
H 1.87 3.96 0.52  0.00
H 1.37 2.54 1.45  0.00
H -0.63 4.55 0.50  0.00
H 1.16 5.47 1.83  0.00
H 0.74 4.32 3.10  0.00
H -1.62 5.16 3.21  0.01
H -1.02 6.49 2.32  0.00
H 1.09 7.96 4.79  0.00
H -0.49 8.16 4.02  0.05
H 1.01 7.87 3.07  0.04
C -1.19 -4.90 -1.22  0.00
O -2.21 -4.60 -0.28  0.00
C -1.93 -4.62 1.12  0.00
C -3.11 -4.45 2.06  0.00
N -3.57 -3.02 1.95  0.01
C -4.81 -2.84 2.68  0.00
C -5.29 -1.43 2.67  0.00
O -6.33 -1.05 3.55  0.00
C -6.83 0.23 3.37  0.00
H -0.53 -4.03 -1.23  0.00
H -1.62 -5.01 -2.21  0.00
H -0.65 -5.85 -1.15  0.00
H -1.20 -3.83 1.28  0.00
H -1.50 -5.55 1.49  0.00
H -2.81 -4.77 3.06  0.00
H -3.79 -5.21 1.67  0.00
H -3.69 -2.80 0.97  0.00
H -4.51 -3.11 3.69  0.00
H -5.54 -3.57 2.35  0.00
H -5.73 -1.18 1.70  0.00
H -4.47 -0.71 2.68  0.00
H -6.01 0.92 3.57  0.00
H -7.62 0.48 4.07  0.00
H -7.18 0.44 2.36  0.00
C 3.08 -1.34 -6.24  0.00
C 1.96 -0.82 -5.37  0.00
C 0.96 -1.86 -4.87  0.00
O 0.44 -2.57 -5.94  0.00
C -0.90 -2.97 -5.69  0.00
N 2.62 -0.11 -4.26  0.00
H 3.81 -0.59 -6.53  0.00
H 2.76 -1.78 -7.19  0.00
H 3.68 -2.04 -5.66  0.00
H 1.39 -0.10 -5.94  0.00
H 0.30 -1.52 -4.07  0.00
H 1.61 -2.48 -4.25  0.00
H -0.94 -3.73 -4.91  0.00
H -1.34 -3.23 -6.65  0.00
H -1.56 -2.16 -5.36  0.00
H 3.28 0.61 -4.53  0.00
H 3.09 -0.75 -3.64  0.00
C 4.46 3.88 -1.44  0.00
C 3.97 2.86 -2.51  0.00
C 4.61 3.00 -3.85  0.00
O 4.11 2.28 -5.00  0.00
C 4.77 2.57 -6.17  0.00
N 4.29 1.53 -1.96  0.00
H 5.42 3.60 -0.99  0.00
H 3.81 3.79 -0.57  0.00
H 4.40 4.94 -1.70  0.00
H 2.88 2.87 -2.52  0.00
H 5.66 2.75 -3.75  0.00
H 4.63 4.08 -4.03  0.00
H 4.69 3.63 -6.41  0.00
H 4.14 2.11 -6.93  0.00
H 5.75 2.13 -6.34  0.00
H 3.40 1.42 -1.49  0.00
H 4.23 0.80 -2.66  0.00
C -5.02 -3.87 -2.03  0.00
C -4.88 -2.41 -1.54  0.10
C -4.09 -1.54 -2.57  0.09
O -2.74 -1.88 -2.33  0.24
C -2.07 -1.32 -1.24  0.03
N -6.25 -1.93 -1.47  0.44
H -5.29 -4.54 -1.20  0.00
H -4.07 -4.20 -2.44  0.00
H -5.68 -3.93 -2.89  0.00
H -4.54 -2.36 -0.50  0.01
H -4.16 -0.46 -2.46  0.00
H -4.38 -1.85 -3.58  0.01
H -1.03 -1.61 -1.38  0.00
H -2.47 -1.78 -0.33  0.02
H -2.30 -0.26 -1.25  0.00
H -6.65 -2.40 -2.27  0.01
H -6.46 -0.96 -1.66  0.02

Results
**2S+1**: 3
**Max |F|**: 3.57 eV Å⁻¹
**Total charge**: +3
**LUMO (alpha / beta)**: -0.306 / -0.447 Eh
**HOMO level (alpha / beta)**: -14.154 / -14.154 eV



This record from OMol25 describes C2H3O2V as an isolated structure. The level of theory is wB97M-V/def2-TZVPD.

Each line ends with the Löwdin spin population.
Positions of all 8 atoms, in Å:
C 0.81 0.16 -0.15  -0.02
C -0.36 0.76 -0.56  0.02
O -1.55 0.21 -0.26  -0.01
O 0.58 -0.95 0.65  0.02
H -0.27 1.33 -1.50  0.00
H 1.39 -1.30 1.01  0.00
V -1.49 -1.55 0.52  2.99
H 0.89 1.34 0.29  0.00

Results
**2S+1**: 4
**Max |F|**: 3.87 eV Å⁻¹
**Total charge**: +1
**Energy relative to the best compared isomer or geometry (same formula, charge and spin)**: 0.0 kcal per mole
**LUMO (alpha / beta)**: -0.222 / -0.226 Eh
**HOMO level (alpha / beta)**: -13.044 / -13.129 eV



This record from OMol25 describes C4H4N2O in the gas phase. The level of theory is wB97M-V/def2-TZVPD.

Each line ends with the Löwdin charge.
Positions of all 11 atoms, in Å:
N 1.68 -0.43 -0.85  0.19
C 0.69 -0.12 0.02  -0.37
C -0.18 -1.00 0.67  -0.12
C -1.48 -0.55 0.72  -0.02
C -1.64 0.84 0.37  -0.21
N -0.71 1.75 0.37  0.10
O 0.56 1.19 0.16  0.00
H 1.99 0.33 -1.44  0.12
H 0.15 -1.97 1.05  0.10
H 1.58 -1.33 -1.30  0.12
H -2.63 1.27 0.23  0.09

Results
**Max |F|**: 0.58 eV Å⁻¹
**Energy relative to the best compared isomer or geometry (same formula, charge and spin)**: 108.6 kcal per mole
**LUMO**: 0.002 Eh
**HOMO level**: -7.864 eV



This record from OMol25 describes C5H10O2 in the gas phase. The level of theory is wB97M-V/def2-TZVPD.

Each line ends with the Löwdin charge.
Positions of all 17 atoms, in Å:
C 0.21 2.20 1.74  -0.14
C 0.77 1.32 0.71  0.04
C -0.05 -0.36 -1.14  -0.22
C -0.93 -1.37 -1.83  -0.25
O -0.54 -2.68 -1.48  -0.06
C 0.84 -0.13 1.08  -0.27
O -0.22 -0.62 0.26  -0.16
H 0.73 3.16 1.65  0.08
H -0.83 2.43 1.43  0.11
H 0.19 1.84 2.78  0.07
H 1.00 -0.48 -1.42  0.13
H -0.35 0.67 -1.40  0.11
H -0.82 -1.26 -2.92  0.12
H -1.98 -1.17 -1.57  0.12
H -0.42 -2.64 -0.52  0.08
H 0.58 -0.41 2.11  0.12
H 1.80 -0.59 0.81  0.12

Results
**Max |F|**: 0.44 eV Å⁻¹
**Energy relative to the best compared isomer or geometry (same formula, charge and spin)**: 129.4 kcal per mole
**LUMO**: -0.008 Eh
**HOMO level**: -8.455 eV



This record from OMol25 describes a 7-piece molecular cluster, C28H61BBr2F5N2O12S overall. The level of theory is wB97M-V/def2-TZVPD.

Each line ends with the Löwdin charge.
Positions of all 112 atoms, in Å:
C 2.95 -0.26 3.47  0.04
C 3.08 0.68 2.52  -0.15
C 3.66 0.48 1.12  -0.12
C 2.73 -0.15 0.06  -0.14
C 2.39 -1.62 0.46  -0.25
C 3.69 -2.48 0.28  -0.06
C 4.21 -2.96 1.66  -0.83
O 5.19 -2.54 2.08  0.07
Br 3.23 -4.31 2.64  0.83
O 1.51 -2.16 -0.50  -0.07
C 0.30 -1.45 -0.87  -0.31
C 0.34 -1.51 -2.44  -0.07
C -0.90 -2.04 -3.24  -0.16
C -0.64 -3.38 -4.00  -0.21
O -1.53 -3.39 -5.12  -0.19
C -2.88 -3.63 -4.73  -0.11
C -0.78 -2.44 -0.30  -0.18
C -0.45 -3.93 -0.65  -0.64
C 0.23 -4.68 0.54  -0.14
Br -2.21 -4.80 -0.88  0.76
C 0.18 0.02 -0.29  -0.23
C -0.82 0.83 -1.22  -0.17
N -2.09 0.14 -1.50  -0.07
C -3.25 1.00 -1.11  -0.06
S -0.56 0.15 1.38  0.81
O 0.07 -0.69 2.37  -0.24
O -1.93 -0.28 1.36  -0.21
C -0.70 1.80 2.18  -0.44
F -0.93 2.87 1.41  0.13
F 0.33 2.04 2.99  0.12
C -1.94 1.80 3.19  -0.61
F -1.73 2.88 3.95  0.18
F -1.94 0.78 4.01  0.22
F -3.08 2.02 2.59  0.22
N 1.56 0.64 -0.48  0.14
B 1.65 2.17 -0.36  -0.48
O 1.83 2.85 0.79  0.17
C 1.58 3.10 -1.68  -0.11
C 0.29 3.99 -1.73  -0.07
H 2.01 -0.30 4.02  0.07
H 3.74 -0.95 3.79  0.08
H 2.83 1.71 2.80  0.09
H 4.53 -0.20 1.25  0.13
H 4.14 1.43 0.82  0.12
H 3.42 -0.30 -0.79  0.17
H 2.15 -1.74 1.52  0.12
H 3.46 -3.39 -0.30  0.11
H 4.53 -1.92 -0.16  0.13
H 1.17 -2.17 -2.75  0.13
H 0.63 -0.54 -2.90  0.11
H -1.85 -2.06 -2.72  0.09
H -1.06 -1.33 -4.08  0.13
H -0.84 -4.27 -3.38  0.08
H 0.37 -3.36 -4.43  0.13
H -3.03 -3.69 -3.65  0.05
H -3.57 -2.85 -5.11  0.09
H -3.23 -4.58 -5.17  0.10
H -1.80 -2.16 -0.57  0.07
H -0.76 -2.45 0.80  0.10
H 0.21 -4.03 -1.52  0.08
H -0.13 -5.72 0.48  0.06
H 1.31 -4.73 0.39  0.03
H -0.09 -4.30 1.52  0.06
H -0.34 1.11 -2.18  0.13
H -1.12 1.79 -0.76  0.11
H -2.16 0.16 -2.52  0.11
H -3.16 1.37 -0.09  0.07
H -3.46 1.78 -1.86  0.07
H -4.11 0.30 -1.10  0.10
H 1.65 0.55 -1.50  0.16
H 2.49 3.55 0.67  0.15
H 1.75 2.51 -2.60  0.11
H 2.44 3.78 -1.56  0.12
H 0.53 5.03 -1.94  0.09
H -0.35 3.91 -0.84  0.06
H -0.32 3.63 -2.57  0.08
C 4.24 -6.18 -1.04  -0.15
O 3.08 -5.63 -1.66  -0.14
H 4.04 -6.28 0.03  0.06
H 4.45 -7.17 -1.45  0.08
H 5.10 -5.53 -1.19  0.08
H 3.27 -5.55 -2.61  0.08
C -4.48 3.91 -3.69  -0.16
O -4.32 2.63 -4.30  -0.14
H -4.55 3.77 -2.61  0.07
H -3.62 4.54 -3.92  0.08
H -5.39 4.38 -4.05  0.06
H -4.26 2.78 -5.25  0.07
C 0.56 -4.17 5.25  -0.16
O 0.03 -4.06 3.93  -0.17
H 0.93 -5.19 5.39  0.08
H 1.39 -3.47 5.37  0.06
H -0.22 -3.97 5.99  0.08
H -0.29 -3.16 3.83  0.06
C -5.71 7.39 -4.67  -0.14
O -5.55 6.12 -5.30  -0.15
H -5.78 7.24 -3.60  0.08
H -4.85 8.03 -4.89  0.08
H -6.62 7.88 -5.03  0.08
H -5.49 6.27 -6.25  0.08
C 1.82 4.75 3.57  -0.14
O 0.78 5.46 2.91  -0.11
H 2.39 5.45 4.18  0.09
H 1.40 3.98 4.21  0.06
H 2.49 4.30 2.83  0.05
H 0.29 4.83 2.37  0.04
C 0.06 1.53 7.15  -0.13
O 0.52 2.05 5.90  -0.14
H 0.77 1.80 7.92  0.08
H -0.92 1.94 7.39  0.08
H -0.01 0.44 7.09  0.08
H -0.12 1.80 5.23  0.02

Results
**Max |F|**: 4.50 eV Å⁻¹
**Total charge**: +1
**LUMO**: -0.124 Eh
**HOMO level**: -11.357 eV



This record from OMol25 describes C4H6N2S in the gas phase. The level of theory is wB97M-V/def2-TZVPD.

Each line ends with the Löwdin charge.
Positions of all 13 atoms, in Å:
C 0.10 -0.11 -0.69  -0.61
C 0.56 -0.02 0.72  -0.30
C -1.46 -0.63 1.54  -0.15
C -0.56 0.81 0.28  -0.33
H 0.78 1.51 -2.33  -0.07
H -0.44 -0.99 -0.83  0.08
H 1.51 0.28 0.95  0.10
H 0.33 -1.85 2.24  0.22
H -2.10 -1.32 2.02  0.09
H -0.65 1.83 0.20  0.12
N -0.07 -1.03 1.53  0.02
N -1.82 0.43 0.80  0.09
S 1.37 0.28 -1.86  0.73

Results
**Max |F|**: 5.63 eV Å⁻¹
**SMILES string**: S[C@@H]1[C@H]2N=CN[C@@H]12
**Energy relative to the best compared isomer or geometry (same formula, charge and spin)**: 72.4 kcal per mole
**LUMO**: 0.028 Eh
**HOMO level**: -8.457 eV



This record from OMol25 describes a 2-piece molecular cluster, C8H9F3O2S overall. The level of theory is wB97M-V/def2-TZVPD.

Each line ends with the Löwdin charge.
Positions of all 23 atoms, in Å:
C 0.67 -1.38 0.41  -0.04
C -0.62 -1.51 0.71  -0.03
C 0.52 1.16 0.37  -0.12
C -1.00 1.02 0.76  -0.10
C -0.49 -0.22 -1.31  -0.14
C 0.87 -0.17 -0.54  -0.19
C -1.23 -0.33 -0.07  -0.16
C -4.67 0.57 -0.09  -0.59
O -4.19 -1.95 1.08  -0.37
O -4.30 -1.84 -1.37  -0.36
F -4.65 0.97 1.20  0.08
F -3.60 1.23 -0.73  -0.01
F -5.76 1.07 -0.63  0.15
S -3.89 -1.30 -0.15  0.76
H 1.42 -1.96 0.93  0.11
H -1.12 -2.19 1.31  0.09
H 0.82 2.07 -0.16  0.10
H 1.07 1.35 1.35  0.12
H -1.17 1.10 1.81  0.10
H -1.47 1.90 0.31  0.10
H -0.70 0.73 -1.95  0.17
H -0.50 -1.24 -1.89  0.17
H 1.65 0.07 -1.25  0.13

Results
**Max |F|**: 4.74 eV Å⁻¹
**Energy relative to the best compared isomer or geometry (same formula, charge and spin)**: 64.4 kcal per mole
**LUMO (alpha / beta)**: -0.043 / -0.060 Eh
**HOMO level (alpha / beta)**: -8.806 / -8.530 eV



This record from OMol25 describes C25H36N3Os as an isolated structure. The level of theory is wB97M-V/def2-TZVPD.

Each line ends with the Löwdin spin population.
Positions of all 65 atoms, in Å:
Os -0.18 0.30 0.35  2.52
C 0.09 3.16 1.32  0.03
N -0.18 1.78 1.85  0.04
C 0.87 1.48 2.88  0.03
C -1.54 1.74 2.51  0.01
C -1.98 0.32 2.78  0.01
N -2.10 -0.44 1.51  0.17
C -2.06 -1.90 1.79  0.01
C -3.40 -0.14 0.84  0.01
H 0.14 3.85 2.16  0.00
H -0.70 3.46 0.64  0.00
H 1.05 3.16 0.80  0.01
H 0.80 2.24 3.66  0.00
H 1.84 1.55 2.41  0.00
H 0.71 0.50 3.31  0.00
H -2.24 2.26 1.87  0.00
H -1.48 2.30 3.44  0.00
H -2.93 0.35 3.31  0.00
H -1.27 -0.20 3.42  0.00
H -2.89 -2.18 2.45  0.00
H -1.12 -2.16 2.28  0.00
H -2.16 -2.45 0.86  0.00
H -4.21 -0.58 1.42  0.00
H -3.41 -0.56 -0.16  0.00
H -3.56 0.93 0.77  0.00
C 2.23 1.50 -2.81  0.01
N 1.57 0.60 -3.81  0.00
C 1.34 1.33 -5.11  0.00
C 0.33 -0.11 -3.24  0.01
C -0.74 0.83 -2.78  0.05
C -1.55 1.40 -3.75  0.00
C -2.50 2.37 -3.45  0.06
C -2.64 2.78 -2.13  0.00
C -1.88 2.17 -1.14  0.10
C -0.94 1.17 -1.42  0.14
H 3.14 1.90 -3.26  0.00
H 2.47 0.93 -1.92  0.01
H 1.55 2.31 -2.58  0.00
H 2.22 -0.15 -4.02  0.00
H 0.67 2.16 -4.93  0.00
H 0.91 0.63 -5.83  0.00
H 2.30 1.69 -5.46  0.00
H 0.72 -0.74 -2.45  0.00
H -0.03 -0.75 -4.04  0.00
H -1.45 1.08 -4.79  0.00
H -3.11 2.80 -4.23  0.00
H -3.36 3.55 -1.86  0.00
H -2.06 2.48 -0.12  0.01
C 3.30 -3.82 3.36  0.04
C 3.24 -2.46 3.64  0.02
C 2.49 -1.60 2.85  0.07
C 1.78 -2.09 1.74  0.03
C 0.96 -1.31 0.89  0.20
C 0.41 -1.91 -0.24  0.13
C 0.55 -3.23 -0.62  0.01
C 1.30 -4.02 0.24  0.16
C 1.91 -3.48 1.41  0.00
C 2.65 -4.32 2.24  0.07
H 3.87 -4.48 3.99  0.00
H 3.78 -2.06 4.49  0.00
H 2.51 -0.55 3.06  0.00
H -0.28 -1.29 -0.89  0.00
H 0.08 -3.64 -1.50  0.00
H 1.45 -5.07 0.01  0.01
H 2.73 -5.38 1.99  0.00

Results
**2S+1**: 5
**Max |F|**: 0.77 eV Å⁻¹
**Total charge**: +3
**Energy relative to the best compared isomer or geometry (same formula, charge and spin)**: 32.6 kcal per mole
**LUMO (alpha / beta)**: -0.346 / -0.424 Eh
**HOMO level (alpha / beta)**: -16.825 / -17.119 eV



The lowest max |F| belongs to which entry? C5H10O2